# 1
{
  "formula": "C2H3NS",
  "method": "the ωB97M-V functional and the def2-TZVPD basis",
  "e_above_lowest_kcal_mol": 34.44,
  "energy_ha": -530.87982,
  "e_homo_ha": -0.318,
  "charge": 0,
  "smiles": "C=NC=S",
  "lumo_energy_ev": 0.220,
  "gap_ev": 8.9,
  "species": ["C", "C", "N", "S", "H", "H", "H"],
  "coordinates": [[-1.107, -0.481, 0.028], [1.138, 0.567, -0.068], [0.100, 0.059, 0.390], [-2.550, 0.196, 0.279], [-0.968, -1.640, -0.160], [2.049, 0.459, 0.615], [1.338, 0.840, -1.083]],
  "mulliken_charge": [-0.041, -0.211, -0.197, -0.280, 0.242, 0.216, 0.272]
}

***

# 2
{
  "formula": "C15H31InNO2V",
  "method": "the ωB97M-V functional and the def2-TZVPD basis",
  "e_above_lowest_kcal_mol": 0.00,
  "energy_ha": -1929.00457,
  "e_homo_ha": -0.265,
  "charge": 0,
  "lumo_energy_ev": -6.134,
  "gap_ev": 1.1,
  "species": ["C", "C", "In", "C", "C", "C", "N", "C", "C", "C", "C", "C", "C", "C", "C", "C", "C", "H", "H", "H", "H", "H", "H", "H", "H", "H", "H", "H", "H", "H", "H", "H", "H", "H", "H", "H", "H", "H", "H", "H", "H", "H", "H", "H", "H", "H", "H", "H", "O", "V", "O"],
  "coordinates": [[-4.688, 0.658, -3.310], [-3.489, 0.451, -3.313], [-1.398, -0.144, -2.969], [-0.518, -1.158, -4.767], [-1.561, -2.165, -5.251], [-1.407, -3.543, -4.597], [-2.420, -4.477, -5.112], [-0.203, 1.687, -2.377], [1.216, 1.736, -2.918], [2.228, 1.126, -1.943], [2.360, 1.922, -0.624], [2.418, 0.960, 0.561], [2.197, 1.643, 1.931], [0.903, 1.184, 2.656], [1.148, 0.374, 3.962], [0.346, 0.986, 5.115], [0.095, 0.018, 6.270], [-5.710, 0.767, -3.073], [-1.359, -1.294, -1.613], [0.343, -1.726, -4.411], [-0.192, -0.491, -5.561], [-2.582, -1.824, -5.056], [-1.476, -2.301, -6.335], [-0.421, -3.967, -4.781], [-1.560, -3.501, -3.520], [-2.493, -4.402, -6.122], [-3.328, -4.192, -4.764], [-0.151, 1.624, -1.287], [-0.750, 2.600, -2.608], [1.333, 1.274, -3.900], [1.485, 2.793, -3.055], [3.200, 1.059, -2.425], [1.866, 0.127, -1.693], [3.281, 2.503, -0.663], [1.555, 2.651, -0.513], [3.389, 0.464, 0.567], [1.646, 0.200, 0.435], [3.054, 1.535, 2.593], [2.086, 2.713, 1.744], [0.302, 0.597, 1.964], [0.341, 2.074, 2.927], [0.796, -0.640, 3.761], [2.210, 0.298, 4.185], [-0.623, 1.274, 4.714], [0.900, 1.845, 5.493], [-0.306, 0.609, 7.104], [0.994, -0.469, 6.641], [-0.663, -0.728, 6.044], [-2.540, 0.115, 10.738], [-1.504, -0.874, 9.884], [-0.469, -1.895, 9.066]],
  "mulliken_charge": [-0.125, -0.809, 0.913, -1.030, -0.591, -0.490, -0.672, -0.749, -0.645, -0.700, -0.847, -0.759, -0.752, -0.646, -0.734, -0.426, -1.171, 0.402, -0.317, 0.401, 0.511, 0.304, 0.325, 0.350, 0.293, 0.255, 0.258, 0.145, 0.486, 0.328, 0.350, 0.467, 0.275, 0.359, 0.536, 0.268, 0.435, 0.487, 0.389, 0.315, 0.377, 0.315, 0.399, 0.342, 0.268, 0.193, 0.360, 0.386, -0.839, 1.635, -0.825]
}

***

# 3
{
  "formula": "C2H9N2O3P",
  "method": "the ωB97M-V functional and the def2-TZVPD basis",
  "e_above_lowest_kcal_mol": 46.10,
  "energy_ha": -758.17029,
  "e_homo_ha": -0.361,
  "charge": 0,
  "smiles": "COP(=O)(NN)OC",
  "lumo_energy_ev": 0.749,
  "gap_ev": 10.6,
  "species": ["C", "C", "N", "N", "O", "O", "O", "P", "H", "H", "H", "H", "H", "H", "H", "H", "H"],
  "coordinates": [[0.052, 2.282, -0.342], [-2.233, -1.309, -0.577], [2.454, -0.679, 1.262], [1.122, -1.001, 1.129], [0.412, -0.363, -1.674], [-0.426, 1.180, 0.358], [-1.190, -1.169, 0.387], [0.061, -0.351, -0.018], [1.190, 2.346, -0.439], [-0.297, 3.214, 0.126], [-0.271, 2.195, -1.369], [-3.156, -0.597, -0.246], [-2.510, -2.374, -0.504], [-1.693, -1.091, -1.565], [2.901, -0.490, 0.386], [2.664, 0.116, 1.940], [0.919, -1.909, 1.146]],
  "mulliken_charge": [-0.591, -0.619, -0.646, -0.012, -0.702, -0.296, -0.368, 0.869, 0.253, 0.241, 0.308, 0.178, 0.235, 0.359, 0.267, 0.259, 0.264]
}

***

What did the first record say?
{
  "formula": "C2H3NS",
  "method": "the ωB97M-V functional and the def2-TZVPD basis",
  "e_above_lowest_kcal_mol": 34.44,
  "energy_ha": -530.87982,
  "e_homo_ha": -0.318,
  "charge": 0,
  "smiles": "C=NC=S",
  "lumo_energy_ev": 0.220,
  "gap_ev": 8.9,
  "species": ["C", "C", "N", "S", "H", "H", "H"],
  "coordinates": [[-1.107, -0.481, 0.028], [1.138, 0.567, -0.068], [0.100, 0.059, 0.390], [-2.550, 0.196, 0.279], [-0.968, -1.640, -0.160], [2.049, 0.459, 0.615], [1.338, 0.840, -1.083]],
  "mulliken_charge": [-0.041, -0.211, -0.197, -0.280, 0.242, 0.216, 0.272]
}